{"formula": "C20H16Cl45F3O3", "method": "ωB97M-V/def2-TZVPD", "symbols": ["O", "C", "C", "C", "C", "F", "F", "F", "C", "O", "O", "H", "C", "Cl", "Cl", "Cl", "H", "C", "Cl", "Cl", "Cl", "H", "C", "Cl", "Cl", "Cl", "H", "C", "Cl", "Cl", "Cl", "H", "C", "Cl", "Cl", "Cl", "H", "C", "Cl", "Cl", "Cl", "H", "C", "Cl", "Cl", "Cl", "H", "C", "Cl", "Cl", "Cl", "H", "C", "Cl", "Cl", "Cl", "H", "C", "Cl", "Cl", "Cl", "H", "C", "Cl", "Cl", "Cl", "H", "C", "Cl", "Cl", "Cl", "H", "C", "Cl", "Cl", "Cl", "H", "C", "Cl", "Cl", "Cl", "H", "C", "Cl", "Cl", "Cl", "H"], "coordinates": [[2.69746, 2.08311, 3.85968], [1.83227, 1.60870, 3.24973], [0.39476, 2.05281, 3.48792], [-0.30887, 1.10479, 2.91366], [-1.81753, 1.06991, 2.91771], [-2.36255, 1.82026, 2.02468], [-2.21938, 1.43295, 4.12186], [-2.20835, -0.19067, 2.78049], [0.60008, 0.07491, 2.30931], [0.37465, -0.97919, 1.91920], [1.89227, 0.61344, 2.33468], [0.06065, 2.93431, 4.04597], [1.23317, 3.46143, 6.99784], [1.05071, 1.70413, 6.98401], [2.92791, 3.91723, 6.85743], [0.27606, 4.19053, 5.69654], [0.85686, 3.83586, 7.94136], [3.61984, -1.76998, 6.76070], [5.02959, -2.74367, 6.33971], [4.01020, -0.63174, 8.05240], [3.00660, -0.91537, 5.34265], [2.84348, -2.43463, 7.11805], [-4.18163, -2.58834, 3.66934], [-5.88406, -2.50902, 4.14395], [-3.18018, -3.09394, 5.03171], [-3.96888, -3.68234, 2.30062], [-3.86863, -1.59974, 3.36479], [0.59140, -0.50193, -1.56499], [1.83508, -1.12996, -2.64457], [0.98530, 1.14488, -1.05515], [-0.99047, -0.54465, -2.34504], [0.55506, -1.13071, -0.68144], [-1.94170, 7.09960, 3.61653], [-1.25134, 7.89231, 2.20409], [-1.65904, 5.35410, 3.55296], [-1.27843, 7.78124, 5.10259], [-3.01006, 7.26769, 3.61353], [-4.23074, -1.91060, -4.40167], [-2.96916, -2.53508, -5.46847], [-3.84001, -0.26723, -3.89180], [-5.80607, -1.96676, -5.19193], [-4.27078, -2.53999, -3.52068], [-7.80277, -5.74714, -4.43909], [-7.76474, -6.99491, -3.19118], [-8.73231, -4.34839, -3.89367], [-6.16692, -5.26716, -4.89478], [-8.29066, -6.15776, -5.31395], [-4.19063, -5.58968, 8.08176], [-4.43908, -7.33744, 8.05354], [-2.47025, -5.20447, 7.94119], [-5.11055, -4.80407, 6.80036], [-4.54381, -5.21339, 9.03342], [2.70907, -4.93393, -1.85576], [1.83396, -3.72361, -0.91773], [4.39245, -5.03699, -1.32417], [1.92248, -6.50802, -1.73867], [2.70196, -4.62677, -2.89507], [-0.67440, -3.86965, -8.14436], [-0.00825, -3.05768, -9.56228], [-0.43130, -5.61469, -8.25255], [0.04446, -3.22993, -6.66337], [-1.74011, -3.67748, -8.11358], [0.02342, 3.18459, -4.20446], [-1.73650, 3.29987, -4.32874], [0.71767, 2.60849, -5.72185], [0.71988, 4.74418, -3.75355], [0.26577, 2.46897, -3.42922], [5.72659, -2.09876, -3.29331], [6.96648, -2.77944, -4.35134], [6.15226, -0.45974, -2.80380], [4.15099, -2.11863, -4.09131], [5.66328, -2.71468, -2.40458], [-4.55921, 10.21525, 1.09221], [-4.57123, 8.99376, 2.37116], [-5.51921, 11.61579, 1.56804], [-2.90814, 10.69578, 0.69900], [-5.00661, 9.78137, 0.20696], [3.65510, 7.37054, -4.06977], [1.96255, 7.41271, -3.56634], [4.69438, 6.90530, -2.72103], [3.87156, 6.27071, -5.43252], [3.93794, 8.36574, -4.38834], [9.80317, -5.08831, -5.21696], [8.69104, -6.39400, -4.79991], [11.32334, -5.25766, -4.33607], [10.09255, -5.04621, -6.95777], [9.34823, -4.15000, -4.92674]], "homo_energy_ha": -0.3974}

{"formula": "C5H10NO3", "method": "ωB97M-V/def2-TZVPD", "symbols": ["C", "C", "N", "C", "O", "O", "C", "C", "O", "H", "H", "H", "H", "H", "H", "H", "H", "H", "H"], "coordinates": [[1.49532, -1.13145, -0.32358], [0.10684, -1.24932, 0.30147], [-0.66412, -0.06623, -0.07864], [-2.01200, -0.06722, 0.51952], [-2.99463, 0.73301, -0.19768], [-2.95931, -0.64142, -0.26062], [0.05734, 1.23184, 0.19420], [1.50957, 1.21535, -0.30618], [2.19998, 0.00632, 0.01893], [2.12403, -1.92288, -0.01073], [1.41168, -1.19561, -1.47834], [-0.43033, -2.06852, -0.11412], [0.34346, -1.38413, 1.34322], [-0.84926, -0.06740, -1.06143], [-2.17582, -0.16167, 1.66920], [-0.09547, 1.36036, 1.19884], [-0.61477, 1.97896, -0.11044], [1.47645, 1.30012, -1.37279], [2.07104, 2.12989, 0.06917]], "smiles": "C1C[NH+](C2OO2)CCO1", "total_charge": 1, "de_lowest_kj_mol": 574.90, "homo_energy_ha": -0.5456}

{"formula": "C4H11N2OSi", "method": "ωB97M-V/def2-TZVPD", "symbols": ["C", "C", "C", "C", "N", "N", "O", "Si", "H", "H", "H", "H", "H", "H", "H", "H", "H", "H", "H"], "coordinates": [[-0.75718, -0.02997, 1.36343], [-1.27843, 0.71495, 2.57886], [-0.45535, 0.17821, -2.54914], [2.42314, -0.07002, -0.90912], [-0.80340, -1.31078, 1.33612], [-0.21243, 0.56805, 0.33267], [0.18507, -1.86547, -0.36235], [0.52003, -0.45172, -1.06784], [-1.62068, 0.03419, 3.50777], [-2.18439, 1.16082, 2.32370], [-0.56665, 1.40056, 2.82752], [-0.08799, -0.51520, -3.46731], [-1.42719, -0.23383, -2.24419], [-0.54415, 1.15165, -2.98468], [3.03668, -0.15648, -1.78794], [2.51672, 0.94204, -0.37866], [2.73170, -0.89644, -0.11304], [-1.40665, -2.12687, 1.17345], [-0.06884, 1.50631, 0.42075]], "total_charge": 1, "de_lowest_kj_mol": 350.19, "homo_energy_ha": [-0.5242, -0.5243]}

{"formula": "C41H40BKN14O", "method": "ωB97M-V/def2-TZVPD", "symbols": ["K", "C", "C", "N", "C", "C", "C", "C", "C", "C", "C", "N", "C", "C", "C", "C", "C", "C", "C", "C", "N", "C", "H", "H", "H", "H", "H", "H", "H", "H", "H", "H", "H", "H", "C", "C", "C", "C", "C", "N", "N", "B", "N", "N", "C", "C", "C", "C", "C", "N", "N", "C", "C", "C", "C", "C", "H", "H", "H", "H", "H", "H", "H", "H", "H", "H", "H", "H", "H", "H", "H", "H", "H", "H", "H", "H", "H", "H", "N", "C", "O", "C", "C", "C", "N", "C", "C", "H", "H", "H", "H", "H", "H", "N", "C", "N", "C", "N"], "coordinates": [[-1.24912, -0.03657, -0.62926], [-5.09443, -1.27234, -3.20375], [-4.03859, -1.74393, -2.40178], [-3.78031, -1.27673, -1.20586], [-4.55319, -0.28466, -0.69616], [-5.63416, 0.26775, -1.43059], [-5.87981, -0.27020, -2.71366], [-6.40766, 1.31872, -0.88938], [-6.07440, 1.79773, 0.35169], [-5.03017, 1.26189, 1.10928], [-4.22921, 0.20492, 0.64533], [-3.15711, -0.32684, 1.25010], [-2.90843, -0.21256, 2.57562], [-3.87151, -0.13648, 3.58593], [-3.53334, -0.11010, 4.94737], [-2.23243, -0.14734, 5.36922], [-1.20610, -0.23658, 4.39590], [0.16314, -0.27996, 4.74817], [1.11783, -0.36680, 3.77991], [0.70518, -0.41290, 2.43178], [-0.55177, -0.36851, 2.07270], [-1.52151, -0.27960, 3.01734], [-5.25727, -1.68977, -4.18967], [-3.37949, -2.52734, -2.76648], [-6.69475, 0.13876, -3.30226], [-7.21816, 1.74479, -1.46839], [-6.63394, 2.63076, 0.76609], [-4.80035, 1.70762, 2.06633], [-4.91605, -0.12389, 3.30656], [-4.33331, -0.05684, 5.67970], [-1.97168, -0.11308, 6.42095], [0.43343, -0.23982, 5.79895], [2.17305, -0.39722, 4.02111], [1.44555, -0.47386, 1.63831], [-1.69178, -3.59868, 0.93262], [-0.26286, -3.34021, 0.57654], [0.90995, -3.91059, 1.10599], [1.94886, -3.25390, 0.47334], [3.41632, -3.47611, 0.64385], [1.40193, -2.36054, -0.37871], [0.04743, -2.41967, -0.31912], [1.97324, -1.27868, -1.33229], [1.85079, -1.73806, -2.80904], [2.01742, -0.77578, -3.74967], [1.99547, -1.38460, -4.92225], [2.13672, -0.59524, -6.18456], [1.80994, -2.76867, -4.75614], [1.71921, -2.95325, -3.38922], [1.52349, -4.25642, -2.67899], [3.45097, -0.96431, -0.96860], [3.63276, -0.25986, 0.17541], [4.93798, -0.17841, 0.36857], [5.47862, 0.54610, 1.56023], [5.62874, -0.83730, -0.66492], [4.63957, -1.32248, -1.49963], [4.81209, -2.12453, -2.74823], [-2.02496, -4.57395, 0.56599], [-1.82039, -3.58498, 2.01717], [-2.33102, -2.82119, 0.51211], [0.99728, -4.66950, 1.86755], [3.56752, -4.27069, 1.37564], [3.89009, -3.78180, -0.29160], [3.92605, -2.57717, 0.99137], [1.33793, -0.26469, -1.16340], [2.25887, 0.45822, -5.93755], [3.00452, -0.92119, -6.76370], [1.25452, -0.69953, -6.81995], [1.71516, -3.53030, -5.51454], [1.06054, -4.95829, -3.37455], [2.47936, -4.68691, -2.36352], [0.88779, -4.17177, -1.80232], [4.66069, 1.04652, 2.07717], [5.96164, -0.13961, 2.26138], [6.21558, 1.29768, 1.26987], [6.69410, -0.92654, -0.81061], [4.49822, -3.16255, -2.60955], [4.23980, -1.71483, -3.57945], [5.86917, -2.12729, -3.01810], [1.42011, 7.01652, 1.02545], [1.04405, 6.45123, 2.19134], [1.23351, 6.97301, 3.28408], [0.36076, 5.11876, 2.05885], [0.62692, 4.24734, 1.01336], [-0.10374, 3.06887, 0.93298], [-1.04305, 2.72392, 1.80554], [-1.26274, 3.54866, 2.82690], [-0.58876, 4.74619, 3.00173], [1.80350, 7.94399, 1.09231], [1.04756, 6.71500, 0.11919], [1.36162, 4.47634, 0.25487], [0.07917, 2.38643, 0.11066], [-2.02164, 3.23072, 3.53575], [-0.79535, 5.39543, 3.84188], [-1.69224, 2.35580, -2.02475], [-1.50784, 3.48053, -2.25673], [-1.37476, 4.73628, -2.59777], [-0.47918, 5.48680, -2.03255], [0.29284, 6.24076, -1.58873]], "total_charge": -2, "de_lowest_kj_mol": 43.98, "homo_energy_ha": -0.0596}